{
  "formula": "C5H9NO",
  "method": "wB97M-V/def2-TZVPD",
  "species": ["C", "C", "O", "C", "C", "C", "N", "H", "H", "H", "H", "H", "H", "H", "H", "H"],
  "xyz": [[-1.305, -1.232, -0.733], [-0.850, 0.015, 0.009], [-1.591, 0.036, 1.212], [0.669, 0.049, 0.365], [1.672, 0.436, -0.733], [0.740, 1.047, 1.445], [0.631, 1.878, 2.244], [-0.888, -1.302, -1.742], [-2.397, -1.198, -0.812], [-1.043, -2.133, -0.168], [-1.071, 0.905, -0.604], [-1.314, 0.810, 1.733], [0.935, -0.930, 0.782], [2.639, 0.669, -0.274], [1.344, 1.327, -1.277], [1.830, -0.377, -1.446]],
  "molar_mass_g_mol": 99.13,
  "spin_multiplicity": 1,
  "smiles": "C[C@@H](O)[C@@H](C)C#N",
  "lumo_ev": 0.847,
  "de_lowest_kj_mol": 101.3
}